Formula: C2H7NO3
Source: the OMol25 dataset
Level of theory: ωB97M-V with the def2-TZVPD basis set

XYZ file:
```
13
Properties=species:S:1:pos:R:3:lowdin_charge:R:1
N 0.286 -0.955 0.752 0.205
C 0.046 0.024 -0.042 -0.543
O -1.050 0.401 -0.326 0.067
C 1.248 0.905 -0.490 -0.178
O 2.394 0.603 0.216 -0.074
H -0.494 -1.346 1.285 0.146
H 1.213 -1.385 0.812 0.133
H 1.425 0.810 -1.579 0.130
H 1.111 1.980 -0.263 0.137
H 2.938 1.417 0.205 0.112
O -3.383 -0.614 -0.155 -0.115
H -3.266 -1.588 -0.232 0.032
H -2.468 -0.252 -0.182 -0.050
```

Properties
**HOMO energy**: -10.10 eV
**Energy above the lowest of the compared OMol25 structures with the same formula, charge and spin**: 105.23 kJ/mol
**Frontier orbital gap**: 0.387 hartree
**2S+1**: 1
**Molar mass**: 93.082 g mol⁻¹

Formula: C2H7NO3
Source: the OMol25 dataset
Level of theory: ωB97M-V with the def2-TZVPD basis set

XYZ file:
```
13
Properties=species:S:1:pos:R:3:lowdin_charge:R:1
C 2.160 -0.722 -0.171 -0.068
N 1.172 0.310 -0.488 0.016
C -0.139 0.275 -0.105 -0.601
O -1.048 0.758 -0.714 0.107
O -0.343 -0.390 1.089 0.092
H 2.505 -0.649 0.859 0.078
H 2.994 -0.607 -0.852 0.085
H 1.742 -1.716 -0.327 0.091
H 1.300 0.823 -1.344 0.137
H 0.399 -0.164 1.664 0.106
O -3.922 0.572 0.288 -0.076
H -3.027 0.336 0.562 0.001
H -3.794 1.174 -0.461 0.033
```

Properties
**HOMO energy**: -10.42 eV
**Energy above the lowest of the compared OMol25 structures with the same formula, charge and spin**: 39.72 kJ/mol
**Frontier orbital gap**: 0.397 hartree
**2S+1**: 1
**Molar mass**: 93.082 g mol⁻¹

Formula: C2H7NO3
Source: the OMol25 dataset
Level of theory: ωB97M-V with the def2-TZVPD basis set

XYZ file:
```
13
Properties=species:S:1:pos:R:3:lowdin_charge:R:1
C -2.321 0.892 0.182 -0.077
N -1.181 0.511 1.008 0.006
C 0.029 -0.029 0.610 -0.600
O 1.048 0.359 1.134 0.081
O -0.079 -1.283 0.096 0.087
H -2.053 1.714 -0.486 0.079
H -2.682 0.097 -0.456 0.080
H -3.107 1.223 0.859 0.083
H -0.983 1.180 1.745 0.135
H 0.545 -1.838 0.600 0.135
O 2.128 -0.478 -2.329 -0.055
H 2.819 0.053 -2.755 0.042
H 1.786 0.209 -1.768 0.005
```

Properties
**HOMO energy**: -9.81 eV
**Energy above the lowest of the compared OMol25 structures with the same formula, charge and spin**: 101.59 kJ/mol
**Frontier orbital gap**: 0.379 hartree
**2S+1**: 1
**Molar mass**: 93.082 g mol⁻¹